Here is an isolated ion of composition C22H23ClN3O4S2 and charge -1 at a distorted geometry from OMol25. Energies are from ωB97M-V/def2-TZVPD.

## Properties
SMILES string: CN(C)c1ccc([C@@H](c2c([O-])n(C)c(=S)n(C)c2=O)[C@@H](Cl)S(=O)(=O)c2ccccc2)cc1
orbital gap: 6.6 eV
ΔE to the lowest compared entry with this formula, charge and spin: 0.0 kcal per mole
maximum force: 3.2 eV/A

```
! wB97M-V def2-TZVPD RIJCOSX def2/J DEFGRID3
* xyz -1 1
C -3.36 0.67 0.16
H -4.28 0.16 0.45
C 0.47 -4.37 0.93
O 1.08 2.54 1.24
C 1.57 -6.20 2.07
N 3.95 1.21 -0.33
H 0.49 -7.15 -1.02
H 5.67 0.66 -1.43
C 1.63 2.13 0.22
C -1.06 1.84 -0.83
C 1.36 -7.02 0.96
H 1.29 -4.23 2.92
C 0.41 -0.15 -0.32
O -1.26 -2.77 -0.18
H 2.74 4.86 -1.39
C -5.84 2.08 -0.75
C 0.81 -1.29 0.54
C -2.13 0.03 0.31
H -5.77 0.99 -0.70
C -3.42 2.01 -0.29
H -2.14 -0.92 0.83
H 2.09 -6.59 2.94
C 2.22 4.41 -0.54
Cl 1.63 -0.80 2.02
C -2.21 2.61 -0.71
N 2.51 2.98 -0.55
H 5.27 -0.36 -0.01
H 5.93 1.30 0.20
H -0.30 -4.80 -1.03
C 1.57 0.82 -0.38
H 1.14 4.52 -0.66
C 0.23 -5.19 -0.17
S -0.34 -2.74 0.94
S 5.11 3.65 -0.69
H 2.56 4.89 0.39
H -3.88 4.50 0.48
C 3.83 2.58 -0.54
H -5.63 4.41 0.12
H -0.24 2.26 -1.41
H -6.08 2.37 -1.79
C 5.29 0.66 -0.41
H 1.51 -1.90 -0.04
C -4.64 4.14 -0.23
H 0.43 -0.55 -1.36
H -6.64 2.45 -0.09
C 1.12 -4.87 2.06
C 2.87 0.37 -0.79
H -4.46 4.63 -1.20
N -4.60 2.70 -0.34
O -0.84 -2.57 2.29
C 0.68 -6.52 -0.16
H 1.71 -8.06 0.96
O 3.11 -0.65 -1.43
C -0.95 0.58 -0.21
H -2.21 3.64 -1.05
*
```